Entry 1:
C3H3ClF2 | ωB97M-V/def2-TZVPD

Geometry as ORCA input:
```
! wB97M-V def2-TZVPD RIJCOSX def2/J DEFGRID3
* xyz 0 1
C -0.69 1.31 0.94
C -0.50 1.98 -0.03
F -0.22 2.76 -1.00
H -0.92 0.49 1.59
F 1.35 0.29 -1.70
C 2.39 0.05 -0.89
Cl 2.09 0.68 0.81
H 2.42 -1.09 -0.74
H 3.36 0.50 -1.35
*
```

Energy above the lowest of the compared OMol25 structures with the same formula, charge and spin = 75.9 kcal/mol
HOMO-LUMO gap = 10.595 eV
Structure (SMILES) = C#CF.FCCl
Electronic energy = -775.898134 hartree

Entry 2:
C25H22BrMgN4O2S4Sb | ωB97M-V/def2-TZVPD

Geometry as ORCA input:
```
! wB97M-V def2-TZVPD RIJCOSX def2/J DEFGRID3
* xyz -2 1
Mg 1.21 0.20 -0.33
C -0.42 0.51 2.67
N -0.18 1.35 1.50
C -1.38 1.94 0.81
C -2.71 1.24 0.80
C -3.72 1.82 0.04
C -4.99 1.26 0.04
C -5.24 0.10 0.79
C -4.17 -0.42 1.51
N -2.96 0.12 1.51
C 0.72 2.48 1.83
C 2.18 2.08 1.91
C 3.04 2.84 2.69
C 4.42 2.58 2.66
C 4.88 1.57 1.85
C 3.94 0.85 1.12
N 2.60 1.00 1.20
C 0.04 -0.88 2.49
C -0.26 -1.75 3.54
C 0.04 -3.11 3.43
C 0.61 -3.55 2.22
C 0.87 -2.62 1.26
N 0.65 -1.28 1.39
H 0.07 0.94 3.57
H -1.50 0.47 2.84
H -1.54 2.96 1.23
H -1.15 2.01 -0.22
H -3.52 2.69 -0.51
H -5.71 1.72 -0.60
H -6.25 -0.34 0.83
H -4.21 -1.38 2.07
H 0.57 3.30 1.14
H 0.42 2.87 2.82
H 2.58 3.62 3.30
H 5.11 3.21 3.22
H 5.93 1.23 1.80
H 4.28 0.08 0.47
H -0.78 -1.38 4.41
H -0.17 -3.82 4.27
H 0.76 -4.60 1.97
H 1.25 -2.87 0.26
S 3.79 -0.21 -4.81
Sb 3.59 0.46 -2.59
S 3.00 -1.45 -1.32
S 1.85 2.02 -2.09
S 5.66 1.24 -1.93
Br -3.42 -3.72 -5.47
C -2.01 -2.49 -4.97
C -0.71 -2.74 -5.48
C 0.38 -1.98 -5.07
C 0.18 -1.04 -4.08
C -1.08 -0.82 -3.49
C -2.25 -1.52 -3.98
C -1.03 0.03 -2.22
O -1.63 1.10 -2.24
O -0.38 -0.44 -1.20
H -0.53 -3.59 -6.16
H 1.38 -2.01 -5.51
H 1.08 -0.55 -3.67
H -3.20 -1.32 -3.52
*
```

Energy above the lowest of the compared OMol25 structures with the same formula, charge and spin = 0.0 kcal/mol
HOMO-LUMO gap = 4.734 eV
Electronic energy = -5942.736487 hartree

Entry 3:
C14H18AsBrF5O4PReS4 | ωB97M-V/def2-TZVPD

Geometry as ORCA input:
```
! wB97M-V def2-TZVPD RIJCOSX def2/J DEFGRID3
* xyz 1 1
Re 0.81 -0.02 0.66
S -1.34 2.78 3.39
As -1.54 4.72 2.80
S 0.93 3.33 0.72
S -0.45 1.84 0.54
S -0.30 4.97 0.90
Br 0.78 -0.11 3.00
C 3.64 -2.71 2.17
C 4.25 -1.75 1.15
C 5.01 -0.64 1.86
C 5.12 -2.49 0.15
O 3.08 -1.19 0.42
P 3.03 0.21 -0.32
O 2.77 1.29 0.70
O 1.66 0.11 -1.06
O 4.27 0.31 -1.24
C 4.70 1.50 -2.01
C 5.60 0.93 -3.10
C 5.45 2.43 -1.08
C 3.48 2.19 -2.60
H 4.45 -3.19 2.72
H 3.05 -3.47 1.67
H 3.01 -2.18 2.88
H 5.84 -1.07 2.42
H 4.36 -0.11 2.56
H 5.42 0.08 1.14
H 6.02 -2.84 0.65
H 5.40 -1.85 -0.68
H 4.58 -3.35 -0.24
H 6.41 0.34 -2.67
H 6.04 1.75 -3.68
H 5.02 0.30 -3.78
H 6.37 1.97 -0.71
H 4.82 2.68 -0.22
H 5.71 3.34 -1.61
H 2.86 1.47 -3.14
H 3.76 2.99 -3.26
H 2.88 2.61 -1.79
F 0.55 -2.68 -0.81
C -0.67 -2.44 -0.33
C -0.84 -1.32 0.49
C -2.13 -1.12 0.98
F -2.35 -0.06 1.77
C -3.19 -1.95 0.69
F -4.40 -1.72 1.19
C -2.97 -3.05 -0.14
F -3.98 -3.86 -0.43
C -1.71 -3.30 -0.65
F -1.50 -4.34 -1.44
*
```

Energy above the lowest of the compared OMol25 structures with the same formula, charge and spin = 24.1 kcal/mol
HOMO-LUMO gap (alpha / beta) = 6.126 / 5.949 eV
Electronic energy = -8166.613909 hartree

Entry 4:
C32H33F32NO7 | ωB97M-V/def2-TZVPD

Geometry as ORCA input:
```
! wB97M-V def2-TZVPD RIJCOSX def2/J DEFGRID3
* xyz 0 1
C 1.15 4.40 -2.84
C 2.26 4.77 -3.45
C 3.70 4.66 -4.22
C 4.53 3.27 -4.06
C 3.85 2.41 -2.86
C 4.73 1.11 -2.42
C 5.54 1.52 -1.07
N 6.92 0.95 -0.99
C 7.63 1.33 0.26
C 6.90 1.61 1.69
O 8.91 1.48 0.26
C 3.30 5.17 -5.71
O 3.16 6.64 -5.65
C 3.71 7.09 -4.38
O 3.59 8.20 -3.78
C 4.60 5.92 -3.71
H 0.10 4.01 -2.53
H 4.55 2.69 -5.07
H 5.64 3.53 -3.82
H 2.83 2.04 -3.24
H 3.76 3.07 -1.90
H 3.98 0.27 -2.10
H 5.39 0.69 -3.26
H 5.63 2.66 -0.91
H 4.92 1.13 -0.16
H 6.90 -0.08 -1.14
H 6.81 0.58 2.22
H 7.55 2.27 2.40
H 5.86 2.09 1.58
H 2.17 4.86 -5.76
H 3.81 4.70 -6.63
H 5.73 5.86 -3.99
H 4.36 6.01 -2.58
F 2.90 -2.58 1.15
C 3.65 -2.23 0.08
F 4.32 -1.10 0.44
C 2.81 -1.97 -1.17
F 2.00 -0.90 -1.01
F 3.67 -1.64 -2.18
C 1.97 -3.17 -1.67
O 0.60 -3.21 -1.26
C 0.34 -3.74 0.02
F 1.45 -4.36 0.47
F -0.59 -4.71 -0.15
C -0.19 -2.69 1.00
F 0.64 -1.62 1.11
F -0.32 -3.21 2.25
H 4.39 -3.01 -0.09
H 1.92 -3.07 -2.76
H 2.47 -4.12 -1.50
H -1.17 -2.32 0.69
F 1.62 3.81 4.00
C 0.44 3.26 3.66
F -0.51 3.94 4.36
C 0.36 1.77 3.97
F 0.42 1.54 5.31
F -0.87 1.33 3.57
C 1.41 0.88 3.26
O 2.59 0.55 4.01
C 3.63 1.51 4.02
F 3.37 2.44 3.06
F 4.75 0.87 3.62
C 3.86 2.13 5.41
F 2.73 2.67 5.92
F 4.78 3.12 5.34
H 0.27 3.45 2.60
H 0.92 -0.08 3.09
H 1.65 1.25 2.26
H 4.22 1.37 6.11
F -4.64 0.27 2.45
C -3.35 -0.04 2.63
F -2.70 0.31 1.48
C -3.13 -1.52 2.94
F -3.48 -2.30 1.89
F -1.79 -1.71 3.13
C -3.83 -2.05 4.21
O -5.10 -2.70 4.03
C -6.24 -1.86 3.93
F -5.91 -0.61 4.32
F -7.12 -2.32 4.85
C -6.89 -1.91 2.54
F -6.01 -1.60 1.56
F -7.91 -1.02 2.45
H -2.95 0.60 3.43
H -3.19 -2.83 4.61
H -3.87 -1.30 5.01
H -7.29 -2.91 2.33
F -8.73 -3.10 -1.33
C -9.41 -2.94 -2.48
F -10.67 -3.38 -2.24
C -8.79 -3.70 -3.65
F -8.85 -5.04 -3.46
F -9.56 -3.45 -4.76
C -7.34 -3.31 -4.02
O -6.29 -4.13 -3.49
C -5.88 -3.84 -2.16
F -6.38 -2.65 -1.79
F -4.53 -3.68 -2.22
C -6.20 -4.97 -1.17
F -7.52 -5.28 -1.17
F -5.89 -4.61 0.09
H -9.48 -1.87 -2.70
H -7.26 -3.45 -5.10
H -7.15 -2.25 -3.87
H -5.65 -5.88 -1.42
*
```

HOMO-LUMO gap = 9.647 eV
Structure (SMILES) = C#C[C@@]1(CCCCNC(C)=O)COC(=O)C1.FC(F)C(F)(F)COC(F)(F)C(F)F.FC(F)C(F)(F)COC(F)(F)C(F)F.FC(F)C(F)(F)COC(F)(F)C(F)F.FC(F)C(F)(F)COC(F)(F)C(F)F
Electronic energy = -5016.035417 hartree

Entry 5:
C22H33N3O3 | ωB97M-V/def2-TZVPD

Geometry as ORCA input:
```
! wB97M-V def2-TZVPD RIJCOSX def2/J DEFGRID3
* xyz 0 1
C -1.74 -4.66 0.56
H -2.69 -4.82 0.21
O -0.94 -3.88 -0.56
C -1.45 -2.74 -0.88
C -2.52 -2.20 -0.38
C -2.91 -0.82 -0.56
C -2.25 -0.23 -1.47
C -1.15 -0.78 -2.39
C -0.86 -2.06 -1.98
H 0.03 -2.67 -2.38
H -0.64 -0.13 -3.05
C -2.54 1.44 -2.03
N -1.92 1.96 -0.94
C -2.72 2.74 0.18
O -3.95 2.77 -0.08
C -1.92 3.00 1.44
H -2.30 2.60 2.30
H -1.71 4.06 1.38
C -0.47 2.34 1.01
C -0.72 0.90 1.88
O -1.60 0.60 2.49
N 0.14 0.07 1.56
H 1.02 0.30 0.83
C 0.29 -1.29 2.16
C 1.79 -1.46 2.17
H 1.90 -2.55 2.95
H 2.15 -1.03 3.08
C 2.76 -1.62 1.17
N 2.73 -0.62 0.48
C 3.69 0.38 1.07
C 3.66 1.89 0.25
C 4.45 1.78 -1.11
C 3.76 1.36 -2.21
C 2.71 0.06 -2.00
H 1.76 0.52 -1.60
C 3.25 -0.68 -0.96
H 2.75 -1.82 -1.44
H 4.29 -1.02 -0.81
H 2.50 -0.24 -2.92
H 4.35 1.13 -2.88
H 3.26 2.08 -2.50
H 5.23 1.26 -0.59
H 4.73 2.78 -1.14
H 2.58 1.95 0.12
H 3.98 2.56 0.93
H 3.45 0.50 2.01
H 4.78 -0.05 1.11
H 3.86 -2.24 1.59
H 2.36 -2.50 0.48
H -0.45 -1.31 2.89
H 0.06 -2.04 1.20
H 0.34 2.77 1.41
C -0.36 2.16 -0.55
H -0.03 1.07 -0.70
H 0.11 2.87 -0.80
H -3.46 1.64 -1.79
H -1.97 1.60 -2.93
H -3.73 -0.20 -0.05
H -3.08 -2.38 0.60
H -1.16 -5.65 0.84
H -1.66 -4.22 1.35
*
```

Energy above the lowest of the compared OMol25 structures with the same formula, charge and spin = 505.2 kcal/mol
HOMO-LUMO gap = 7.953 eV
Electronic energy = -1247.351435 hartree

Entry 6:
C5H6O2 | ωB97M-V/def2-TZVPD

Geometry as ORCA input:
```
! wB97M-V def2-TZVPD RIJCOSX def2/J DEFGRID3
* xyz 0 1
C 2.83 0.49 0.12
C 1.75 0.01 -0.12
C 0.53 -0.73 -0.41
O 0.54 -1.64 -1.22
C -0.74 -0.42 0.39
C -1.24 1.01 0.17
O -1.73 -1.34 0.03
H 3.80 0.88 0.33
H -0.47 -0.54 1.45
H -2.19 1.11 0.70
H -1.42 1.20 -0.89
H -0.54 1.75 0.56
H -1.30 -1.98 -0.57
*
```

Energy above the lowest of the compared OMol25 structures with the same formula, charge and spin = 49.7 kcal/mol
HOMO-LUMO gap = 10.549 eV
Structure (SMILES) = C#CC(=O)[C@@H](C)O
Electronic energy = -344.522754 hartree

Entry 7:
C8H11ClEuF9MnO | ωB97M-V/def2-TZVPD

Geometry as ORCA input:
```
! wB97M-V def2-TZVPD RIJCOSX def2/J DEFGRID3
* xyz -1 11
Mn -0.01 -0.01 -0.54
Cl -0.24 1.58 -1.73
C -1.85 -0.21 0.15
H -1.85 -0.69 1.16
H -2.48 -0.84 -0.51
H -2.36 0.77 0.27
Eu 0.44 0.32 -3.23
C 2.38 0.80 -3.79
C -0.75 0.10 -4.91
C 0.31 -1.17 -1.92
H -1.15 -0.94 -4.94
H -1.61 0.81 -4.88
H -0.15 0.29 -5.82
H 3.06 -0.01 -3.44
H 2.44 0.87 -4.90
H 2.70 1.76 -3.34
H -0.46 -1.95 -2.07
H 1.34 -1.60 -1.86
F -1.06 2.18 2.89
C -1.16 0.90 3.42
F -1.09 1.00 4.80
F -2.41 0.41 3.11
C -0.01 -0.01 2.88
O -0.01 -0.01 1.46
C 1.36 0.58 3.31
F 1.49 0.61 4.69
F 2.40 -0.19 2.80
F 1.52 1.86 2.82
C -0.16 -1.47 3.40
F -0.08 -1.51 4.78
F -1.37 -2.02 3.03
F 0.84 -2.27 2.88
*
```

HOMO-LUMO gap (alpha / beta) = 6.424 / 6.988 eV
Electronic energy = -3606.627085 hartree

Entry 8:
C26H23BrIrN4O7 | ωB97M-V/def2-TZVPD

Geometry as ORCA input:
```
! wB97M-V def2-TZVPD RIJCOSX def2/J DEFGRID3
* xyz -1 1
Ir -0.36 -0.02 0.95
C 1.48 3.15 3.36
O 1.47 4.13 2.32
C 1.63 3.75 1.01
C 2.26 4.66 0.19
C 2.47 4.39 -1.16
C 2.04 3.18 -1.67
C 1.37 2.25 -0.87
C 0.95 1.02 -1.52
N 0.30 0.03 -1.03
N 0.14 -1.02 -1.93
C -1.03 -1.62 -1.83
O -1.99 -1.31 -1.08
C -1.15 -2.85 -2.68
C -0.66 -2.91 -3.97
C -0.80 -4.06 -4.73
C -1.43 -5.18 -4.18
C -1.92 -5.12 -2.88
C -1.79 -3.96 -2.14
C 1.13 2.53 0.49
O 0.45 1.76 1.30
H 1.66 3.71 4.28
H 2.28 2.43 3.21
H 0.54 2.61 3.42
H 2.61 5.58 0.64
H 2.98 5.11 -1.79
H 2.21 2.94 -2.71
H 1.25 0.92 -2.56
H -0.15 -2.04 -4.38
H -0.42 -4.10 -5.74
H -1.54 -6.08 -4.77
H -2.41 -5.99 -2.45
H -2.19 -3.88 -1.13
C -3.87 2.17 1.85
C -2.61 1.36 1.88
N -2.05 0.95 0.80
O -2.62 1.25 -0.41
C -1.97 0.92 3.10
C -2.44 1.21 4.48
N -0.90 0.18 2.89
O -0.19 -0.26 3.84
H -3.82 2.88 1.03
H -4.00 2.71 2.78
H -4.73 1.53 1.68
H -2.40 0.41 -0.91
H -3.53 1.28 4.53
H -2.03 2.14 4.88
H -2.11 0.40 5.13
Br 3.82 -6.16 2.45
C 2.02 -5.57 2.39
C 1.01 -6.45 2.74
C -0.31 -6.02 2.70
C -0.61 -4.72 2.32
C 0.41 -3.85 1.97
C 1.74 -4.27 2.01
C 0.08 -2.46 1.56
O -1.12 -2.07 1.54
O 1.01 -1.68 1.20
H 1.26 -7.46 3.04
H -1.10 -6.71 2.97
H -1.63 -4.37 2.28
H 2.52 -3.57 1.73
*
```

Energy above the lowest of the compared OMol25 structures with the same formula, charge and spin = 15.2 kcal/mol
HOMO-LUMO gap = 7.054 eV
Electronic energy = -4428.653309 hartree

Entry 9:
C14H23AuBO2P | ωB97M-V/def2-TZVPD

Geometry as ORCA input:
```
! wB97M-V def2-TZVPD RIJCOSX def2/J DEFGRID3
* xyz 0 1
Au 1.51 0.76 -2.40
C 1.24 4.80 0.40
P 1.23 3.16 -0.46
C 1.92 2.14 0.91
C -0.57 2.81 -0.33
C -1.46 3.68 -0.96
C -2.82 3.46 -0.92
C -3.32 2.34 -0.26
C -2.45 1.45 0.34
C -1.08 1.68 0.30
H 0.75 5.55 -0.22
H 2.28 5.11 0.55
H 0.74 4.74 1.37
H 1.33 2.25 1.82
H 2.93 2.51 1.10
H 1.99 1.10 0.63
H -1.07 4.55 -1.48
H -3.50 4.15 -1.41
H -4.39 2.16 -0.23
H -2.83 0.57 0.84
H -0.40 0.98 0.76
C 0.45 -1.86 1.64
C 1.01 -2.42 0.34
C 1.97 -3.56 0.67
O 1.75 -1.36 -0.30
B 1.01 -0.87 -1.35
O -0.12 -1.61 -1.56
C -0.09 -2.78 -0.72
C -1.48 -3.00 -0.14
C 0.28 -3.96 -1.61
H 1.26 -1.40 2.21
H -0.01 -2.63 2.25
H -0.30 -1.08 1.44
H 2.70 -3.20 1.40
H 2.50 -3.90 -0.21
H 1.43 -4.40 1.11
H -1.86 -2.11 0.34
H -1.46 -3.82 0.58
H -2.16 -3.27 -0.95
H 1.28 -3.84 -2.03
H -0.43 -4.01 -2.43
H 0.23 -4.90 -1.05
*
```

Energy above the lowest of the compared OMol25 structures with the same formula, charge and spin = 21.8 kcal/mol
HOMO-LUMO gap = 8.314 eV
Electronic energy = -1199.717598 hartree

Entry 10:
C3H6N4S | ωB97M-V/def2-TZVPD

Geometry as ORCA input:
```
! wB97M-V def2-TZVPD RIJCOSX def2/J DEFGRID3
* xyz 0 1
C 0.49 1.70 1.51
N 0.13 0.52 0.75
N 0.79 -0.59 1.30
C -0.77 0.53 -0.16
N -1.70 0.46 -0.89
H -0.31 2.34 1.66
H 1.11 1.30 2.38
H 1.14 2.43 0.92
H 0.20 -1.30 1.32
H 1.46 -1.07 0.60
N 0.66 -2.32 -1.54
C -0.18 -1.95 -2.22
S -1.48 -1.55 -3.25
H -1.53 -0.48 -2.38
*
```

Energy above the lowest of the compared OMol25 structures with the same formula, charge and spin = 85.2 kcal/mol
HOMO-LUMO gap = 10.390 eV
Structure (SMILES) = CN(N)C#N.N#CS
Electronic energy = -735.009987 hartree

Entry 11:
C18H20N2O4 | ωB97M-V/def2-TZVPD

Geometry as ORCA input:
```
! wB97M-V def2-TZVPD RIJCOSX def2/J DEFGRID3
* xyz 0 1
C 2.25 5.75 -1.95
O 1.74 4.46 -2.18
C 1.91 3.51 -1.22
C 2.58 3.71 -0.02
C 2.69 2.67 0.91
O 3.37 2.98 2.04
C 3.50 1.99 3.04
C 2.12 1.44 0.63
C 1.46 1.23 -0.58
C 0.87 -0.11 -0.80
O 0.48 -0.81 0.13
N 0.81 -0.52 -2.09
C 0.30 -1.81 -2.50
C -1.23 -1.87 -2.46
N -1.70 -2.10 -1.12
C -2.74 -2.92 -0.86
O -3.38 -3.46 -1.74
C -3.06 -3.12 0.59
C -2.56 -2.32 1.62
C -2.93 -2.58 2.93
C -3.78 -3.63 3.23
C -4.28 -4.43 2.21
C -3.92 -4.17 0.90
C 1.35 2.26 -1.50
H 1.99 6.33 -2.83
H 3.34 5.73 -1.85
H 1.81 6.21 -1.06
H 3.04 4.65 0.23
H 4.05 2.46 3.85
H 4.05 1.13 2.67
H 2.52 1.67 3.41
H 2.17 0.61 1.33
H 1.13 0.12 -2.80
H 0.65 -2.01 -3.51
H 0.69 -2.57 -1.82
H -1.61 -2.69 -3.08
H -1.65 -0.93 -2.85
H -1.11 -1.74 -0.38
H -1.91 -1.49 1.41
H -2.54 -1.95 3.72
H -4.05 -3.82 4.26
H -4.94 -5.24 2.44
H -4.30 -4.77 0.09
H 0.80 2.16 -2.42
*
```

Energy above the lowest of the compared OMol25 structures with the same formula, charge and spin = 22.0 kcal/mol
HOMO-LUMO gap = 9.360 eV
Structure (SMILES) = COc1cc(OC)cc(C(=O)NCCNC(=O)c2ccccc2)c1
Electronic energy = -1108.412222 hartree